DFT (ωB97M-V with the def2-TZVPD basis set) results for a structure of composition C12H10N8ORuS.

Structure (XYZ):
```
33
Properties=species:S:1:pos:R:3:lowdin_charge:R:1
Ru -0.091 0.703 1.133 1.130
C 1.326 0.198 -3.014 0.043
C 0.861 0.102 -1.602 -0.179
N 0.602 1.078 -0.821 -0.037
N 0.874 2.380 -1.217 0.056
C 0.956 3.277 -0.235 -0.708
N 1.294 4.502 -0.554 0.189
S 0.648 2.856 1.400 0.861
C 0.724 -1.219 -0.935 -0.207
C 0.900 -2.392 -1.578 0.050
C 0.828 -3.587 -0.838 0.034
C 0.595 -3.525 0.506 0.031
C 0.424 -2.279 1.111 -0.039
N 0.478 -1.152 0.395 -0.041
H 1.324 1.195 -3.438 0.086
H 0.686 -0.415 -3.649 0.121
H 2.341 -0.199 -3.074 0.131
H 1.124 2.577 -2.162 0.154
H 1.500 4.787 -1.499 0.152
H 1.360 5.209 0.162 0.140
H 1.103 -2.411 -2.643 0.138
H 0.974 -4.540 -1.335 0.143
H 0.546 -4.419 1.120 0.144
H 0.256 -2.169 2.165 0.104
N 1.158 -0.387 3.775 0.098
C 0.692 0.032 2.780 -0.426
O -2.036 -0.331 0.380 -0.133
N -3.114 -0.614 0.933 0.029
C -3.549 -0.118 2.046 -0.219
C -2.563 0.823 2.574 -0.008
N -1.579 1.361 2.443 0.059
C -4.817 -0.511 2.599 -0.126
N -5.827 -0.815 3.074 0.228
```

Properties
HOMO (spin up / spin down), eV: -16.01 / -16.04
Total charge: +2
Energy above the lowest of the compared OMol25 structures with the same formula, charge and spin, eV: 1.8872
E, a.u.: -1468.8620
Orbital gap (spin up / spin down), Eh: 0.2224 / 0.2253
Largest force on an atom, hartree/bohr: 0.0803
LUMO energy (spin up / spin down), eV: -9.96 / -9.91